ORCA calculation (ωB97M-V/def2-TZVPD) on a structure of composition C57H79FN6NbO11S2 in a non-equilibrium geometry.

The calculation puts the total energy at -4327.979602 hartree. Its highest occupied orbital energy is -0.161 Ha. As for the net charge: -1. Its LUMO energy is 0.0184 hartree.

Geometry as XYZ:
```
157
Properties=species:S:1:pos:R:3:forces:R:3
C -2.37143 2.59676 -3.44127 0.7 0.0 -0.4
C -2.91564 2.08016 -2.33030 -0.7 0.2 -0.2
C -3.87940 0.94682 -2.41890 1.5 -0.8 1.3
Nb -3.24405 -0.91918 -1.23657 -0.7 -0.8 -1.6
C -5.10803 -1.98299 -2.08462 -0.2 -0.6 0.2
C -5.86338 -2.65457 -0.98840 1.1 -0.7 -2.4
O -6.15803 -2.11699 0.02022 -1.3 1.1 2.5
C -2.03471 -1.65730 -3.01750 1.2 0.7 -0.2
C -0.61632 -0.98375 -3.16896 -0.7 -1.3 0.7
C 0.33918 -1.63918 -2.14703 -0.5 0.6 -0.5
S 1.81641 -0.66292 -1.65653 0.3 -0.4 0.1
C 1.31908 0.95402 -1.03060 -0.6 0.5 0.1
S 0.76648 2.12829 -1.99067 0.0 -0.3 -0.3
N 1.47443 1.23118 0.36019 0.1 -0.9 0.5
C 2.82339 0.94411 0.84612 1.2 1.0 -0.2
C 3.79158 2.04737 0.30804 -0.4 -0.7 -0.1
C 4.56517 1.67246 -0.95895 0.6 0.0 0.0
C 5.54492 0.47272 -0.78050 -0.4 0.7 -0.9
C 5.50569 -0.53042 -1.95237 0.0 -0.7 0.5
C 5.78546 -2.00521 -1.51433 -0.8 0.9 -0.4
C 4.63223 -2.97297 -1.84182 0.8 -0.6 -0.2
C 5.20074 -4.36009 -2.17633 -0.7 -0.3 0.0
C 0.42099 0.59260 1.18724 0.2 -0.1 0.2
C -0.67308 1.54686 1.66804 0.5 -0.2 0.1
C -0.13633 2.78723 2.38344 0.3 0.9 -0.1
C 0.31029 3.93494 1.43606 -0.6 -0.2 -0.3
C -0.58884 5.16983 1.53192 0.5 0.5 -0.7
C -0.28197 6.23155 0.45026 0.0 -0.6 -0.1
C -0.40530 5.69610 -0.97798 0.3 0.6 -0.1
C -0.24012 6.78566 -2.06285 0.3 -0.5 0.1
C -2.67344 -2.66784 0.12861 -0.3 0.0 0.7
C -2.44318 -4.00488 -0.57677 0.4 0.5 -0.1
F -1.59420 -2.39557 1.02556 0.1 -0.3 -0.1
H -2.28907 3.66063 -3.63993 1.3 0.0 0.6
H -1.95909 1.89903 -4.16913 -1.2 0.2 -0.8
H -2.64169 2.53873 -1.38025 -1.2 0.5 0.1
H -3.88543 0.62413 -3.46530 -0.3 -0.1 0.0
H -4.87561 1.26193 -2.10943 0.1 0.1 0.0
H -4.18321 -0.22953 0.16972 0.4 0.4 0.3
H -1.81809 0.07516 -0.69000 0.0 0.1 -0.1
H -4.77575 -2.69376 -2.84916 -0.3 0.1 -0.1
H -5.73901 -1.20335 -2.52037 0.1 0.1 0.0
H -6.14474 -3.73019 -1.10741 0.2 -0.1 -0.2
H -1.94363 -2.74964 -3.10711 0.0 0.0 0.1
H -2.59309 -1.32562 -3.90862 -0.3 -0.1 0.2
H -0.19469 -1.20260 -4.15423 0.0 0.5 -0.1
H -0.76334 0.07972 -3.00535 0.4 0.1 -0.1
H 0.75604 -2.52037 -2.64320 0.4 0.1 0.2
H -0.17569 -2.02624 -1.26747 -0.1 0.4 0.2
H 3.20796 -0.05149 0.57337 -0.3 0.0 0.0
H 2.88555 1.01560 1.94054 -0.6 -0.1 -0.3
H 3.15359 2.91172 0.11660 0.1 0.1 0.0
H 4.49458 2.31971 1.10113 0.1 0.0 -0.1
H 5.15006 2.55308 -1.24610 -0.1 0.0 -0.1
H 3.92262 1.45516 -1.81442 -0.3 0.1 0.2
H 6.55229 0.89185 -0.80334 0.1 -0.2 0.7
H 5.32286 -0.00839 0.17241 0.3 -0.1 0.0
H 6.25641 -0.25238 -2.69538 -0.1 0.1 0.0
H 4.54614 -0.51645 -2.47144 -0.1 0.2 0.2
H 5.91219 -2.01700 -0.42991 0.4 -0.1 -0.1
H 6.70384 -2.31512 -2.01406 0.0 -0.3 0.2
H 3.94863 -3.06111 -0.99704 0.0 0.1 0.0
H 4.03076 -2.64342 -2.69224 0.1 0.2 0.0
H 5.91394 -4.73148 -1.43715 0.0 0.2 0.0
H 5.67259 -4.37999 -3.16013 0.1 0.1 0.1
H 4.38187 -5.08741 -2.20675 0.1 0.0 -0.1
H 0.90626 0.20222 2.08934 0.1 0.0 -0.1
H 0.02625 -0.27300 0.65351 -0.4 0.0 0.1
H -1.26190 0.98170 2.39606 -0.2 -0.1 -0.3
H -1.30841 1.81346 0.82141 -0.2 0.1 0.1
H -0.92297 3.20913 3.02016 0.0 -0.2 0.0
H 0.70114 2.56928 3.05711 -0.1 -0.4 0.0
H 1.35988 4.21305 1.58012 0.0 0.0 0.1
H 0.23447 3.55000 0.41982 0.2 0.0 0.0
H -1.63358 4.88706 1.36432 0.0 -0.1 0.5
H -0.44430 5.67875 2.48794 -0.4 -0.5 -0.1
H -0.95851 7.08386 0.56108 0.1 0.1 0.2
H 0.75359 6.56538 0.59863 -0.1 0.3 0.0
H 0.38900 4.96679 -1.11270 -0.2 -0.3 -0.2
H -1.36407 5.19870 -1.14842 0.0 -0.1 0.3
H -0.87875 6.54519 -2.91340 0.0 0.2 0.0
H -0.45492 7.79195 -1.69761 -0.2 -0.1 0.0
H 0.78698 6.78600 -2.43800 0.0 0.1 0.0
H -3.53804 -2.83153 0.78922 0.0 0.1 0.0
H -3.19468 -4.07580 -1.36834 -0.1 -0.4 0.1
H -1.47698 -4.03667 -1.08819 0.0 0.1 0.0
H -2.47745 -4.86277 0.10244 -0.2 0.0 0.0
C 3.18987 -2.03329 7.24898 0.0 0.0 0.0
C 2.27657 -1.54040 6.32709 0.1 0.0 0.1
C 2.56483 -0.38835 5.61339 -0.2 0.0 -0.2
C 3.77103 0.25401 5.83123 -0.1 -0.3 0.1
C 4.68817 -0.22143 6.75130 0.3 0.0 0.1
C 4.39237 -1.37228 7.46369 -0.1 0.0 0.0
N 4.08699 1.46308 5.05526 0.0 0.1 -0.1
O 3.24388 1.85634 4.27164 0.2 0.1 0.1
O 5.16939 1.99145 5.24031 -0.3 -0.1 0.0
H 2.96451 -2.93684 7.80144 0.0 0.0 0.0
H 1.34012 -2.05577 6.16144 0.0 0.0 0.0
H 1.85213 -0.00662 4.89544 0.1 0.1 0.0
H 5.62560 0.28966 6.91705 -0.1 0.1 -0.1
H 5.10148 -1.75709 8.18454 0.0 0.0 0.0
C -8.19796 -6.07675 -1.00618 0.0 0.1 0.1
C -7.21908 -6.98415 -1.38829 -0.1 0.0 0.0
C -7.53233 -8.01698 -2.25674 0.2 -0.1 0.0
C -8.82686 -8.12479 -2.73581 0.1 0.2 0.1
C -9.81393 -7.23108 -2.35807 -0.3 0.1 0.0
C -9.49409 -6.20263 -1.48740 0.1 0.0 0.0
N -9.15977 -9.20414 -3.67487 -0.1 -0.1 -0.1
O -8.27504 -9.99124 -3.97599 -0.3 0.3 0.1
O -10.29670 -9.25405 -4.10303 0.2 0.0 0.1
H -7.94897 -5.26695 -0.33151 0.0 0.0 0.0
H -6.21024 -6.88359 -1.01081 0.0 0.0 0.0
H -6.76881 -8.72158 -2.55266 -0.1 0.0 -0.1
H -10.82267 -7.32500 -2.73341 0.1 -0.1 -0.1
H -10.25469 -5.49531 -1.18575 0.0 0.0 0.0
C 3.72659 6.85948 6.17537 0.0 0.0 0.0
C 3.57365 8.18054 5.77515 0.0 -0.1 0.0
C 2.44519 8.56649 5.07119 0.1 0.3 0.0
C 1.47767 7.62250 4.77987 0.2 -0.1 0.1
C 1.61795 6.30104 5.16560 -0.1 -0.3 0.0
C 2.75143 5.92038 5.86714 0.1 0.1 0.0
N 0.26930 8.03432 4.05059 -0.1 0.1 -0.2
O 0.18651 9.19970 3.70038 0.0 -0.3 0.1
O -0.57296 7.18323 3.83795 0.1 0.5 0.3
H 4.60798 6.56123 6.72879 0.0 0.0 0.0
H 4.33590 8.91055 6.01419 0.0 0.0 0.0
H 2.32953 9.59477 4.76000 -0.1 -0.1 -0.1
H 0.85961 5.56792 4.92784 -0.1 0.1 -0.1
H 2.87331 4.89074 6.17529 0.0 0.0 -0.1
C 5.07637 11.88581 0.96474 0.0 0.0 0.0
C 4.93668 10.65712 0.33553 0.0 0.1 0.1
C 5.56566 9.53653 0.85351 -0.1 -0.2 -0.2
C 6.32711 9.65852 2.00281 -0.2 0.3 -0.1
C 6.47930 10.88001 2.63597 0.1 0.1 0.2
C 5.85037 11.99762 2.11154 -0.1 -0.1 -0.1
N 6.97495 8.46724 2.56987 0.2 -0.2 0.2
O 6.83659 7.41485 1.98036 0.0 0.2 0.1
O 7.61058 8.60472 3.60216 -0.1 0.0 -0.2
H 4.57926 12.75884 0.56111 0.0 0.0 0.0
H 4.33387 10.57083 -0.55841 0.0 0.0 0.0
H 5.45377 8.58122 0.36076 0.1 -0.1 0.1
H 7.07798 10.96999 3.53094 0.0 -0.2 0.0
H 5.96046 12.95672 2.59993 0.0 0.0 0.0
C -6.52310 -12.40227 -4.95914 -0.1 0.0 0.0
C -6.63917 -13.34729 -5.97044 0.1 0.1 0.1
C -5.53503 -14.08781 -6.36082 -0.2 -0.1 -0.2
C -4.32322 -13.87445 -5.72755 -0.2 0.1 0.1
C -4.18964 -12.93161 -4.72330 0.2 0.1 0.2
C -5.29793 -12.19287 -4.34010 -0.1 -0.1 -0.1
N -3.15501 -14.67561 -6.12283 0.2 -0.1 -0.1
O -3.30116 -15.48386 -7.02314 0.0 0.2 0.2
O -2.11073 -14.48748 -5.52530 -0.2 0.0 -0.1
H -7.38739 -11.82941 -4.65257 0.1 -0.1 -0.1
H -7.59380 -13.50837 -6.45324 0.0 0.0 0.0
H -5.62896 -14.82205 -7.14784 0.2 0.0 0.0
H -3.23852 -12.76811 -4.23736 0.0 -0.1 -0.1
H -5.20815 -11.45437 -3.55468 0.0 0.0 0.0
```
Positions in Å, forces in eV/Å.

Mulliken population analysis, charges in e, atoms 1 to 99: number 1, C, carries -0.918; number 2, C, carries 0.181; number 3, C, carries -1.063; number 4, Nb, carries -1.391; number 5, C, carries -0.955; number 6, C, carries 0.279; number 7, O, carries -0.459; number 8, C, carries -1.016; number 9, C, carries 0.038; number 10, C, carries -0.628; number 11, S, carries 0.015; number 12, C, carries -0.278; number 13, S, carries -0.174; number 14, N, carries 0.447; number 15, C, carries -0.026; number 16, C, carries -0.926; number 17, C, carries -0.762; number 18, C, carries -0.865; number 19, C, carries -0.661; number 20, C, carries -0.776; number 21, C, carries 0.076; number 22, C, carries -1.562; number 23, C, carries -0.430; number 24, C, carries -0.132; number 25, C, carries -0.716; number 26, C, carries 0.772; number 27, C, carries -0.388; number 28, C, carries -0.815; number 29, C, carries 0.577; number 30, C, carries -1.446; number 31, C, carries -0.040; number 32, C, carries -0.969; number 33, F, carries -0.330; number 34, H, carries 0.265; number 35, H, carries 0.278; number 36, H, carries 0.254; number 37, H, carries 0.352; number 38, H, carries 0.611; number 39, H, carries 0.006; number 40, H, carries 0.828; number 41, H, carries 0.262; number 42, H, carries 0.513; number 43, H, carries 0.090; number 44, H, carries 0.591; number 45, H, carries 0.592; number 46, H, carries 0.357; number 47, H, carries -0.263; number 48, H, carries 0.446; number 49, H, carries 0.017; number 50, H, carries 0.521; number 51, H, carries -0.186; number 52, H, carries 0.129; number 53, H, carries 0.528; number 54, H, carries 0.567; number 55, H, carries 0.303; number 56, H, carries 0.328; number 57, H, carries 0.441; number 58, H, carries 0.504; number 59, H, carries 0.329; number 60, H, carries 0.322; number 61, H, carries 0.428; number 62, H, carries 0.189; number 63, H, carries 0.214; number 64, H, carries 0.350; number 65, H, carries 0.365; number 66, H, carries 0.402; number 67, H, carries 0.113; number 68, H, carries 0.015; number 69, H, carries 0.610; number 70, H, carries -0.448; number 71, H, carries 0.567; number 72, H, carries -0.113; number 73, H, carries 0.321; number 74, H, carries -0.807; number 75, H, carries 0.380; number 76, H, carries -0.002; number 77, H, carries 0.427; number 78, H, carries 0.288; number 79, H, carries -0.268; number 80, H, carries 0.131; number 81, H, carries 0.332; number 82, H, carries 0.333; number 83, H, carries 0.350; number 84, H, carries 0.447; number 85, H, carries 0.206; number 86, H, carries 0.226; number 87, H, carries 0.365; number 88, C, carries -0.402; number 89, C, carries -0.610; number 90, C, carries -0.026; number 91, C, carries -0.049; number 92, C, carries -0.452; number 93, C, carries -0.438; number 94, N, carries 0.957; number 95, O, carries -0.448; number 96, O, carries -0.633; number 97, H, carries 0.376; number 98, H, carries 0.415; number 99, H, carries 0.427